Below is the molecule C5H6O, with properties calculated with ωB97M-V/def2-TZVPD.

```
12
Properties=species:S:1:pos:R:3:forces:R:3
C -1.4875 0.4124 -0.0270 -0.04 0.10 0.01
C -0.4968 -0.7361 -0.2375 -0.04 -0.02 -0.02
C 0.8828 -0.2376 -0.5988 0.32 0.18 -0.41
C 1.6838 0.1510 -1.5351 -0.58 -0.44 0.22
C 1.7828 0.2527 0.5748 -0.01 0.21 0.60
O 1.2425 0.7979 1.5009 0.29 -0.33 -0.22
H -1.1649 1.0331 0.8125 -0.09 -0.08 -0.15
H -1.5502 1.0439 -0.9186 0.00 -0.11 0.11
H -2.4865 0.0195 0.1911 0.18 0.03 -0.03
H -0.8473 -1.4179 -1.0211 0.17 0.20 0.08
H -0.4155 -1.3210 0.6866 0.02 0.09 -0.17
H 2.8567 0.0021 0.5722 -0.22 0.17 -0.03
```
Forces are in eV/Å.

LUMO, eV: -0.8
Spin multiplicity: 1
ΔE to the lowest compared entry with this formula, charge and spin, kJ/mol: 378.39

Below is the molecule C5H6O, with properties calculated with ωB97M-V/def2-TZVPD.

```
12
Properties=species:S:1:pos:R:3:forces:R:3
C 2.4758 -0.3025 0.2537 0.06 0.00 0.00
C 1.0754 0.1135 0.3081 -0.49 0.18 0.05
C -0.0801 0.4530 0.3521 0.52 -0.19 -0.03
C -1.5211 0.6653 0.2280 0.01 0.02 0.03
C -2.0940 -0.3899 -0.7149 -0.42 -0.05 0.00
O -3.2585 -0.6910 -0.7447 0.47 0.10 -0.01
H 3.0842 0.2797 0.9511 -0.06 -0.07 -0.08
H 2.8783 -0.1631 -0.7545 -0.04 0.00 0.15
H 2.5702 -1.3612 0.5133 0.00 0.15 -0.02
H -1.7437 1.6523 -0.2020 0.04 -0.16 0.05
H -2.0494 0.6083 1.1870 0.11 0.00 -0.17
H -1.3371 -0.8643 -1.3772 -0.21 0.03 0.03
```
Forces are in eV/Å.

LUMO, eV: 0.9
Spin multiplicity: 1
Structure (SMILES): CC#CCC=O
ΔE to the lowest compared entry with this formula, charge and spin, kJ/mol: 160.73

Below is the molecule C5H6O at a distorted geometry, with properties calculated with ωB97M-V/def2-TZVPD.

```
12
Properties=species:S:1:pos:R:3:forces:R:3
C 2.2913 0.0024 0.1834 1.64 0.07 -0.05
C 1.1160 0.5105 0.1018 0.14 0.05 0.42
C -0.1015 0.7411 -0.0067 -1.25 -1.22 -0.97
C -1.4954 0.8405 0.2225 -1.55 0.82 0.10
C -1.1262 -0.3881 -0.5004 0.66 2.07 -0.23
O -1.1065 -1.5493 0.1702 1.28 -1.52 0.28
H 2.6877 -0.3638 1.1111 0.02 -0.46 0.15
H 2.9432 0.1690 -0.6435 0.75 0.02 -0.31
H -2.0170 1.5734 -0.3539 -0.54 0.50 -0.03
H -1.7917 0.7276 1.2557 -0.21 0.04 0.07
H -1.2235 -0.4120 -1.5846 -0.12 0.00 0.13
H -0.1765 -1.8513 0.0443 -0.82 -0.35 0.43
```
Forces are in eV/Å.

LUMO, eV: 0.9
Spin multiplicity: 1
Structure (SMILES): C=C=C1C[C@@H]1O
ΔE to the lowest compared entry with this formula, charge and spin, kJ/mol: 349.56

Below is the molecule C5H6O at a distorted geometry, with properties calculated with ωB97M-V/def2-TZVPD.

```
12
Properties=species:S:1:pos:R:3:forces:R:3
C 1.6652 -0.1880 0.1177 -0.30 3.58 0.96
C 0.1924 -0.2864 0.2451 -2.39 0.59 -0.53
C -0.6495 0.9778 0.5026 0.10 1.62 2.31
C -1.7050 0.5418 -0.1833 0.95 -0.08 -0.93
C -0.9807 -0.7311 -0.5903 1.77 -1.34 -1.64
O -0.6871 -1.4511 0.5935 1.28 0.44 0.42
H 1.9654 -0.8674 -0.5624 1.53 -2.18 -2.36
H 2.2131 -0.3225 1.0345 -0.03 -0.26 0.58
H 1.9797 0.9195 -0.2170 -0.97 -2.49 0.44
H -0.4067 1.8934 1.2095 -0.73 -1.96 -1.64
H -2.6407 0.8553 -0.5542 -0.96 0.63 0.28
H -0.9461 -1.3413 -1.5959 -0.26 1.47 2.11
```
Forces are in eV/Å.

LUMO, eV: 1.1
Spin multiplicity: 1
Structure (SMILES): C[C@@]12C=C[C@@H]1O2
ΔE to the lowest compared entry with this formula, charge and spin, kJ/mol: 388.17

Below is a structure of composition C5H6O at a distorted geometry, with properties calculated with ωB97M-V/def2-TZVPD.

```
12
Properties=species:S:1:pos:R:3:forces:R:3
C -0.3356 -1.9313 1.9126 0.18 -0.89 0.47
C -0.7736 -0.7472 1.8633 -0.43 1.28 -0.27
C -1.2422 0.7641 0.5683 -2.03 0.07 -0.08
C -0.4274 -0.5419 0.2966 -1.51 1.29 1.23
C 0.9882 -0.4535 -0.0868 0.02 -3.34 1.46
O -1.3698 0.4589 2.0332 0.26 0.42 -0.78
H -0.7246 1.7182 0.3345 -0.23 -0.58 0.55
H -2.3445 0.8001 0.0996 2.53 -0.19 0.99
H -1.0592 -1.1706 -0.2725 0.07 -0.81 -1.00
H 1.6339 0.2010 0.4556 0.18 0.13 1.00
H 1.0268 -0.1348 -1.0476 0.30 0.76 -3.32
H 1.2506 -1.5697 -0.0166 0.67 1.87 -0.26
```
Forces are in eV/Å.

LUMO, eV: 0.2
Spin multiplicity: 1
ΔE to the lowest compared entry with this formula, charge and spin, kJ/mol: 560.73

Below is the molecule C5H6O at a distorted geometry, with properties calculated with ωB97M-V/def2-TZVPD.

```
12
Properties=species:S:1:pos:R:3:forces:R:3
C 2.6771 -0.2366 0.1146 0.08 -0.02 0.01
C 1.2479 0.0767 0.0700 -0.52 0.12 0.00
C 0.0732 0.3408 0.0379 0.60 0.11 0.12
C -1.3541 0.6711 0.0233 0.07 0.18 0.18
C -2.1670 -0.5102 -0.3476 1.18 0.54 -0.23
O -3.3944 -0.5135 0.1466 0.99 -1.02 -1.10
H 2.8829 -1.0189 0.8525 -0.05 0.11 -0.11
H 3.2604 0.6483 0.3900 -0.11 -0.12 -0.04
H 3.0338 -0.5868 -0.8594 -0.08 0.05 0.14
H -1.5641 1.3912 -0.7844 0.02 -0.01 0.09
H -1.7006 1.1109 0.9638 0.06 0.13 0.06
H -3.3511 -1.3406 -0.4249 -2.25 -0.06 0.89
```
Forces are in eV/Å.

LUMO, eV: 0.9
Spin multiplicity: 1
ΔE to the lowest compared entry with this formula, charge and spin, kJ/mol: 448.51

Below is a structure of composition C5H6O, with properties calculated with ωB97M-V/def2-TZVPD.

```
12
Properties=species:S:1:pos:R:3:forces:R:3
C -1.8503 -0.2019 0.2612 -0.24 0.25 0.05
C -1.0674 0.9251 0.2735 0.23 -0.21 -0.05
C 0.0040 1.5871 0.1926 -0.27 -0.29 -0.02
C 1.0913 0.7476 -0.1573 0.12 0.17 0.04
C 1.4989 -0.3636 0.7101 0.13 0.08 0.08
O 0.6788 -0.9723 -0.2791 -0.35 -0.19 -0.03
H -2.5595 -0.3511 -0.5523 0.11 0.03 0.10
H -0.5265 -0.7919 -0.0416 0.37 0.06 -0.03
H -2.1531 -0.6302 1.2177 0.09 0.05 -0.12
H 1.6640 0.9064 -1.0667 -0.10 -0.05 0.15
H 1.0746 -0.3582 1.7185 0.05 0.02 -0.17
H 2.5267 -0.7279 0.6780 -0.14 0.07 0.01
```
Forces are in eV/Å.

LUMO, eV: 0.8
Spin multiplicity: 1
ΔE to the lowest compared entry with this formula, charge and spin, kJ/mol: 523.74

Below is the molecule C5H6O at a distorted geometry, with properties calculated with ωB97M-V/def2-TZVPD.

```
12
Properties=species:S:1:pos:R:3:forces:R:3
C -2.0408 -0.0228 -0.2462 -0.64 0.50 -0.41
C -0.7243 -0.0325 -0.2807 -0.69 -0.09 0.28
C 0.2429 1.0606 -0.3063 0.22 0.00 0.06
C 1.4037 0.5562 0.1039 0.02 0.30 -0.28
C 1.1951 -0.8876 0.3964 0.29 -0.82 1.42
O -0.0852 -1.2079 -0.0748 0.08 -0.06 -0.72
H -2.5923 -0.9454 -0.1402 -0.08 0.12 0.06
H -2.5305 0.9246 -0.3704 -0.39 0.06 -0.09
H -0.0037 2.0870 -0.5480 0.05 -0.17 0.04
H 2.3310 1.0823 0.2798 -0.03 -0.04 -0.04
H 1.0826 -1.0244 1.5051 0.87 -0.03 -0.53
H 1.8856 -1.6123 -0.0365 0.30 0.23 0.22
```
Forces are in eV/Å.

LUMO, eV: 1.0
Spin multiplicity: 1
Structure (SMILES): C=C1C=CCO1
ΔE to the lowest compared entry with this formula, charge and spin, kJ/mol: 110.39

Below is the molecule C5H6O, with properties calculated with ωB97M-V/def2-TZVPD.

```
12
Properties=species:S:1:pos:R:3:forces:R:3
C 1.5256 -1.2553 -0.1339 0.09 -0.11 -0.10
C 0.7918 -0.3816 0.8901 0.00 0.00 0.02
C -0.3012 0.3720 0.2807 -0.48 0.22 -0.17
C -1.2475 0.9042 -0.2493 0.32 -0.35 0.26
C -2.5232 1.3615 -0.7614 -0.19 -0.15 -0.25
O -3.0486 0.9001 -1.7489 0.21 0.24 0.32
H 0.9200 -2.1222 -0.4048 0.02 0.10 0.00
H 1.7394 -0.7022 -1.0515 -0.02 0.01 0.14
H 2.4737 -1.6158 0.2690 -0.09 0.00 0.04
H 1.4846 0.2941 1.4036 -0.13 -0.02 -0.13
H 0.3346 -1.0089 1.6661 0.17 0.08 -0.05
H -3.0254 2.1389 -0.1575 0.09 -0.02 -0.08
```
Forces are in eV/Å.

LUMO, eV: 0.4
Spin multiplicity: 1
Structure (SMILES): CCC#CC=O
ΔE to the lowest compared entry with this formula, charge and spin, kJ/mol: 174.93

Below is the molecule C5H6O at a distorted geometry, with properties calculated with ωB97M-V/def2-TZVPD.

```
12
Properties=species:S:1:pos:R:3:forces:R:3
C -2.7472 -0.1279 0.0552 0.01 -0.03 0.01
C -1.2951 0.0904 0.0727 0.65 0.08 -0.04
C -0.0973 0.2630 0.0030 -0.38 0.11 -0.17
C 1.2493 0.5141 -0.4585 0.80 -0.18 1.90
C 2.5329 -0.2440 0.1671 0.16 -1.27 0.20
O 1.9323 -0.5754 -1.0293 0.28 0.02 -0.48
H -3.0167 -0.6925 -0.8450 0.07 0.08 0.15
H -3.0938 -0.7016 0.9205 0.12 0.10 -0.08
H -3.3012 0.8176 0.0256 0.20 -0.14 0.05
H 1.9401 1.2581 -0.0155 -1.12 1.78 -1.80
H 2.3456 -0.7552 1.0945 -0.17 -0.74 -0.12
H 3.5511 0.1534 0.0096 -0.62 0.18 0.40
```
Forces are in eV/Å.

LUMO, eV: 1.0
Spin multiplicity: 1
Structure (SMILES): CC#C[C@H]1CO1
ΔE to the lowest compared entry with this formula, charge and spin, kJ/mol: 476.30